C23H23OP2V as an isolated structure in a non-equilibrium geometry, computed with ωB97M-V/def2-TZVPD.

As for the HOMO-LUMO gap (spin up / spin down): 4.02 / 3.32 eV. Its expectation value of S² is 3.9794. For the HOMO energy (spin up / spin down), the calculation gives -1.19 / -0.50 eV. Its lowest unoccupied orbital energy (spin up / spin down) is 0.10397 / 0.10347 Eh.

The geometry in ORCA input format:
```
! RIJCOSX wB97M-V def2-TZVPD def2/J DEFGRID3
* xyz -1 4
C 0.545 0.000 -4.460
C -0.659 -0.779 -4.501
C -0.421 -2.055 -3.935
C 0.946 -2.162 -3.587
C 1.613 -0.912 -3.856
V 0.656 0.257 -2.196
P -0.364 2.387 -2.561
H 0.795 0.899 -5.025
H -1.599 -0.397 -4.887
H -1.174 -2.794 -3.723
H 2.681 -0.726 -3.967
H 1.460 -3.016 -3.158
H -1.420 2.789 -1.702
H -0.911 2.698 -3.835
H 0.566 3.446 -2.405
O -0.574 -0.755 -0.865
P -0.251 -0.269 0.561
C 1.304 0.633 0.561
C 1.712 1.387 1.675
C 2.891 2.125 1.630
C 3.676 2.158 0.467
C 3.302 1.417 -0.648
C 2.177 0.552 -0.562
C -1.637 0.722 1.145
C -1.637 1.304 2.423
C -2.744 2.040 2.859
C -3.878 2.163 2.042
C -3.890 1.564 0.779
C -2.773 0.854 0.326
C -0.058 -1.650 1.692
C -1.174 -2.476 1.909
C -1.092 -3.541 2.807
C 0.114 -3.800 3.477
C 1.232 -2.992 3.246
C 1.150 -1.920 2.346
H 1.114 1.402 2.584
H 3.197 2.699 2.507
H 4.581 2.757 0.439
H 3.881 1.434 -1.572
H 2.173 -0.319 -1.284
H -0.787 1.175 3.087
H -2.722 2.509 3.843
H -4.747 2.718 2.393
H -4.769 1.643 0.141
H -2.789 0.394 -0.662
H -2.105 -2.276 1.371
H -1.962 -4.167 2.981
H 0.178 -4.634 4.179
H 2.172 -3.190 3.761
H 2.023 -1.296 2.159
*
```

---

C23H24Br5ILaN4O2S as an isolated structure in a non-equilibrium geometry, computed with ωB97M-V/def2-TZVPD.

As for the HOMO-LUMO gap: 7.68 eV. The energy above the lowest of the compared OMol25 structures with the same formula, charge and spin is 0.5261 eV. For the HOMO energy, the calculation gives -10.03 eV. Its lowest unoccupied orbital energy is -0.08634 Eh.

The geometry in ORCA input format:
```
! RIJCOSX wB97M-V def2-TZVPD def2/J DEFGRID3
* xyz 1 1
La -0.151 -0.627 -0.338
C 0.982 -3.786 -1.183
C 2.288 -3.381 -0.510
N 2.266 -1.988 0.015
C 2.763 -1.855 1.400
C 1.830 -2.423 2.477
S 0.088 -1.916 2.414
C -0.807 -3.453 2.076
C -0.306 -4.229 0.871
N -0.167 -3.413 -0.344
H 1.019 -4.863 -1.376
H 0.873 -3.272 -2.137
H 3.109 -3.503 -1.218
H 2.503 -4.051 0.324
H 2.877 -1.433 -0.575
H 2.935 -0.796 1.593
H 3.725 -2.362 1.517
H 2.213 -2.103 3.445
H 1.845 -3.514 2.482
H -1.836 -3.120 1.925
H -0.787 -4.080 2.966
H -0.981 -5.069 0.695
H 0.662 -4.666 1.109
H -1.016 -3.496 -0.893
Br -3.742 -1.456 -6.353
C -3.306 -1.307 -4.538
C -4.297 -1.244 -3.564
Br -6.108 -1.304 -4.035
C -3.939 -1.136 -2.211
Br -5.211 -1.022 -0.836
C -2.613 -1.099 -1.826
O -2.228 -0.980 -0.499
C -1.609 -1.146 -2.820
O -0.281 -1.035 -2.425
C -1.960 -1.251 -4.153
Br -0.546 -1.284 -5.386
N 3.753 3.009 3.620
C 2.841 2.466 2.772
C 1.568 2.084 3.217
C 0.702 1.509 2.319
N 1.000 1.266 1.034
C 2.208 1.657 0.613
C 3.145 2.254 1.419
H 3.497 3.258 4.558
H 4.616 3.387 3.271
H 1.260 2.245 4.242
H -0.294 1.231 2.646
H 2.422 1.514 -0.444
H 4.097 2.566 1.006
Br 1.410 4.673 -1.124
C -0.458 4.805 -0.857
C -0.919 5.990 -0.292
C -2.276 6.187 -0.088
C -3.184 5.202 -0.449
C -2.730 4.017 -1.010
C -1.366 3.820 -1.208
I -0.876 2.050 -2.068
H -0.206 6.757 -0.020
H -2.619 7.117 0.347
H -4.245 5.351 -0.297
H -3.434 3.246 -1.296
*
```

---

A 3-piece molecular cluster, C23H24Cl4F17NOS overall in a non-equilibrium geometry, computed with ωB97M-V/def2-TZVPD.

As for the HOMO-LUMO gap: 9.41 eV. Its structure (SMILES) is Cc1ccc(CN[C@H](COCS)C(F)(F)C(F)(F)C(F)(F)C(F)(F)C(F)(F)C(F)(F)C(F)(F)C(F)(F)F)cc1.ClCCCl.ClCCCl. For the HOMO energy, the calculation gives -9.00 eV. Its lowest unoccupied orbital energy is 0.01487 Eh.

The geometry in ORCA input format:
```
! RIJCOSX wB97M-V def2-TZVPD def2/J DEFGRID3
* xyz 0 1
C -4.821 3.162 2.094
C -4.114 2.394 0.997
C -3.621 1.137 1.222
C -2.976 0.496 0.202
C -2.796 1.054 -1.030
C -2.057 0.372 -2.149
N -0.725 -0.126 -1.775
C 0.143 0.902 -1.223
C 0.382 2.026 -2.263
O 1.387 2.967 -1.927
C 0.969 3.819 -0.888
S 2.095 5.222 -0.736
C 1.473 0.331 -0.754
F 2.154 1.187 0.026
F 2.261 0.100 -1.846
C 1.446 -1.022 0.004
F 2.747 -1.324 0.262
F 1.004 -2.032 -0.758
C 0.745 -1.020 1.388
F -0.396 -0.310 1.418
F 1.592 -0.417 2.241
C 0.463 -2.445 1.977
F 0.558 -2.348 3.312
F 1.410 -3.316 1.604
C -0.933 -3.050 1.592
F -1.395 -2.601 0.418
F -0.753 -4.380 1.459
C -2.018 -2.900 2.694
F -2.043 -1.653 3.202
F -1.747 -3.745 3.701
C -3.447 -3.232 2.202
F -3.959 -2.234 1.460
F -3.462 -4.336 1.433
C -4.457 -3.505 3.362
F -4.303 -4.730 3.857
F -4.345 -2.600 4.339
F -5.694 -3.421 2.862
C -3.301 2.311 -1.248
C -3.957 2.966 -0.238
H -4.128 3.733 2.708
H -5.484 3.882 1.619
H -5.404 2.472 2.697
H -3.715 0.650 2.181
H -2.561 -0.487 0.382
H -2.643 -0.504 -2.438
H -2.065 1.012 -3.034
H -0.291 -0.447 -2.635
H -0.306 1.406 -0.368
H -0.545 2.587 -2.410
H 0.626 1.599 -3.235
H -0.037 4.211 -1.062
H 0.934 3.311 0.077
H 2.434 5.157 0.556
H -3.193 2.786 -2.213
H -4.358 3.948 -0.447
Cl 4.444 3.334 0.536
C 4.893 2.351 -0.879
C 6.112 2.889 -1.583
Cl 5.797 4.450 -2.383
H 4.030 2.312 -1.542
H 5.093 1.344 -0.516
H 6.422 2.191 -2.360
H 6.940 3.029 -0.893
Cl 6.085 -4.630 -2.404
C 4.847 -3.490 -1.818
C 3.472 -4.104 -1.789
Cl 2.837 -4.419 -3.426
H 4.874 -2.608 -2.454
H 5.136 -3.197 -0.809
H 2.778 -3.421 -1.309
H 3.465 -5.043 -1.241
*
```

---

A 2-piece molecular cluster, C23H24ClN2O4S2 overall in a non-equilibrium geometry, computed with ωB97M-V/def2-TZVPD.

As for the HOMO-LUMO gap: 6.88 eV. For the HOMO energy, the calculation gives -4.19 eV. Its lowest unoccupied orbital energy is 0.09898 Eh.

The geometry in ORCA input format:
```
! RIJCOSX wB97M-V def2-TZVPD def2/J DEFGRID3
* xyz -1 1
C 5.828 -3.352 -1.986
C 4.778 -2.275 -1.992
C 4.522 -1.574 -3.177
C 3.614 -0.521 -3.188
C 2.967 -0.160 -2.004
S 1.776 1.173 -2.011
N 0.565 0.298 -1.192
C -0.450 0.910 -0.620
C -1.776 0.328 -1.027
C -2.958 1.068 -1.082
C -4.155 0.477 -1.451
C -4.216 -0.891 -1.821
N -5.445 -1.540 -2.066
C -6.057 -1.716 -3.375
C -6.339 -1.891 -0.986
C -2.991 -1.602 -1.902
C -1.806 -1.002 -1.488
O 2.232 2.269 -1.201
O 1.371 1.354 -3.384
C 3.199 -0.854 -0.819
C 4.103 -1.916 -0.822
H 5.885 -3.834 -1.006
H 5.616 -4.124 -2.735
H 6.828 -2.956 -2.219
H 5.035 -1.860 -4.095
H 3.383 0.030 -4.092
H -0.472 1.993 -0.395
H -2.906 2.148 -0.890
H -5.088 1.056 -1.505
H -5.299 -1.513 -4.138
H -6.465 -2.737 -3.506
H -6.934 -1.055 -3.531
H -5.825 -1.844 -0.019
H -7.208 -1.213 -0.946
H -6.714 -2.916 -1.140
H -3.000 -2.634 -2.285
H -0.864 -1.539 -1.575
H 2.698 -0.577 0.101
H 4.312 -2.483 0.086
Cl -0.570 -0.583 1.682
C -0.122 1.049 1.408
S 1.424 1.595 2.215
C 1.244 2.161 3.959
C 1.088 3.538 4.200
C 1.084 4.038 5.509
C 1.276 3.196 6.602
C 1.485 1.836 6.372
C 1.493 1.318 5.063
O 2.225 0.394 2.285
O 1.889 2.789 1.553
H -0.836 1.754 1.835
H 1.000 4.238 3.367
H 0.954 5.106 5.673
H 1.267 3.610 7.610
H 1.658 1.183 7.229
H 1.701 0.255 4.919
*
```

---

One molecule with the formula C23H24F4N2O8S3 in a non-equilibrium geometry, computed with ωB97M-V/def2-TZVPD.

As for the HOMO-LUMO gap: 6.71 eV. Its structure (SMILES) is CC[C@@H](F)c1c(CCCCS(=O)(=O)O)c(F)c2c(c1S(=O)(=O)F)C(=O)C(CCF)=C(CCSc1nnco1)C2=O. For the HOMO energy, the calculation gives -9.23 eV. Its lowest unoccupied orbital energy is -0.09294 Eh.

The geometry in ORCA input format:
```
! RIJCOSX wB97M-V def2-TZVPD def2/J DEFGRID3
* xyz 0 1
C 3.786 3.084 1.526
C 2.313 3.275 2.217
C 1.071 3.495 1.171
F 1.468 4.562 0.224
C 0.546 2.102 0.486
C 1.077 1.567 -1.004
C 2.226 2.375 -1.904
C 1.559 3.569 -2.812
C 0.934 2.990 -4.223
C -0.722 2.921 -4.226
S -1.561 4.591 -4.340
O -0.929 5.704 -3.463
O -1.642 5.153 -5.787
O -3.199 4.393 -3.797
C 0.536 0.158 -1.710
F 1.070 -0.298 -3.039
C -0.595 -0.745 -0.947
C -1.144 -0.251 0.554
C -0.569 1.141 1.283
S -1.259 1.502 2.991
O -2.733 1.992 2.873
O -1.312 0.222 3.915
F -0.285 2.627 3.911
C -2.280 -1.242 1.218
O -3.337 -0.867 1.940
C -2.142 -2.874 0.908
C -2.598 -3.902 2.101
C -1.922 -3.534 3.584
F -2.940 -3.468 4.678
C -1.641 -3.306 -0.459
C -1.527 -4.888 -0.871
C -0.005 -5.496 -0.898
S 0.479 -6.318 0.734
C 0.974 -4.996 1.964
N 1.084 -3.492 1.768
N 1.524 -3.058 3.022
C 1.730 -4.117 4.084
O 1.358 -5.366 3.339
C -1.193 -2.166 -1.598
O -1.286 -2.346 -2.918
H 3.761 2.085 0.905
H 4.575 2.989 2.406
H 4.074 4.030 0.883
H 2.352 4.186 2.960
H 2.061 2.302 2.860
H 0.136 3.939 1.766
H 2.817 1.640 -2.616
H 2.981 2.882 -1.137
H 2.380 4.407 -2.962
H 0.655 4.026 -2.211
H 1.251 3.702 -5.098
H 1.408 1.923 -4.465
H -1.007 2.306 -5.202
H -1.047 2.314 -3.265
H -3.203 3.920 -2.895
H -3.768 -3.739 2.263
H -2.432 -5.038 1.873
H -1.182 -4.416 3.853
H -1.364 -2.505 3.589
H -2.277 -5.567 -0.236
H -1.933 -4.968 -1.991
H 0.752 -4.671 -1.257
H -0.015 -6.372 -1.709
H 2.108 -4.065 5.190
*
```

---

C23H24MgN5OPS3 as an isolated structure, computed with ωB97M-V/def2-TZVPD.

As for the HOMO-LUMO gap: 6.45 eV. For the HOMO energy, the calculation gives -6.66 eV. Its lowest unoccupied orbital energy is -0.00764 Eh.

The geometry in ORCA input format:
```
! RIJCOSX wB97M-V def2-TZVPD def2/J DEFGRID3
* xyz 0 1
Mg 0.185 1.054 0.380
C 0.541 1.272 4.518
C 0.890 0.479 3.294
O 0.096 0.413 2.340
N 2.046 -0.181 3.288
C 2.494 -0.985 2.155
C 3.257 -0.156 1.154
C 4.589 -0.393 0.876
C 5.238 0.441 -0.026
C 4.534 1.479 -0.600
C 3.194 1.638 -0.274
N 2.560 0.834 0.580
H -0.218 2.003 4.259
H 1.414 1.783 4.925
H 0.147 0.599 5.281
H 2.690 0.003 4.040
H 1.606 -1.406 1.681
H 3.101 -1.805 2.534
H 5.108 -1.212 1.357
H 6.281 0.280 -0.267
H 4.995 2.158 -1.302
H 2.598 2.428 -0.710
S 0.373 0.927 -2.034
C 0.509 2.655 -2.346
C 0.682 2.999 -3.745
N 0.814 3.231 -4.864
C 0.462 3.654 -1.429
S 0.290 3.499 0.310
C 0.578 5.025 -1.892
N 0.690 6.115 -2.244
C 0.351 -3.715 -0.482
P -0.417 -2.096 -0.091
C -1.325 -2.569 1.429
C -1.749 -2.025 -1.338
C -3.098 -1.948 -1.000
C -4.068 -1.831 -1.989
C -3.699 -1.782 -3.325
C -2.354 -1.850 -3.670
C -1.389 -1.968 -2.684
H 0.785 -3.690 -1.481
H -0.393 -4.512 -0.437
H 1.153 -3.926 0.227
H -2.037 -3.376 1.245
H -1.844 -1.714 1.857
H -0.593 -2.911 2.165
H -3.409 -1.972 0.038
H -5.113 -1.772 -1.709
H -4.452 -1.681 -4.096
H -2.054 -1.787 -4.708
H -0.343 -1.979 -2.968
S -4.484 1.133 1.142
C -4.072 1.597 -0.450
C -2.734 1.516 -0.624
N -2.040 1.063 0.481
C -2.850 0.820 1.474
H -4.817 1.909 -1.162
H -2.186 1.747 -1.525
H -2.514 0.488 2.446
*
```

---

Q: Which formula does entry 3 have?
A: C23H24Cl4F17NOS